A structure of composition C27H35BaF2N8O4S3. Source: OMol25; level of theory: ωB97M-V/def2-TZVPD.

Computed properties:
**Maximum force**: 0.6 eV/Å
**Frontier orbital gap**: 6.382 eV
**Energy above the lowest of the compared OMol25 structures with the same formula, charge and spin**: 5.29 kcal/mol
**Lowest unoccupied orbital energy**: 2.31 eV
**Net charge**: -1
**Molar mass**: 807.154 g mol⁻¹
**E_HOMO**: -4.07 eV

Atoms and positions in Å:
1 Ba -0.175 1.717 0.491
2 N -7.111 -0.617 1.198
3 C -6.054 -0.087 0.441
4 C -4.743 -0.483 0.693
5 C -3.696 0.040 -0.046
6 C -3.948 0.946 -1.063
7 C -5.252 1.322 -1.345
8 C -6.298 0.814 -0.594
9 S -2.612 1.657 -1.997
10 O -3.146 2.057 -3.271
11 O -2.083 2.728 -1.167
12 N -1.464 0.551 -2.065
13 C -1.696 -0.598 -2.760
14 N -0.610 -1.378 -2.954
15 C -0.786 -2.500 -3.630
16 C -2.014 -2.904 -4.128
17 C -3.070 -2.046 -3.859
18 N -2.932 -0.914 -3.192
19 H -6.839 -0.866 2.138
20 H -7.923 -0.020 1.216
21 H -4.537 -1.194 1.485
22 H -2.682 -0.276 0.172
23 H -5.443 2.011 -2.157
24 H -7.316 1.123 -0.807
25 H 0.101 -3.112 -3.776
26 H -2.140 -3.823 -4.680
27 H -4.079 -2.276 -4.193
28 C 2.394 -2.521 -0.861
29 O 1.979 -2.516 0.489
30 C 0.709 -3.095 0.668
31 C -0.445 -2.193 0.266
32 O -0.651 -1.076 1.111
33 C -1.074 -1.410 2.426
34 H 2.509 -3.553 -1.221
35 H 3.358 -2.015 -0.903
36 H 1.695 -1.992 -1.515
37 H 0.635 -3.366 1.722
38 H 0.624 -4.023 0.081
39 H -1.364 -2.800 0.235
40 H -0.275 -1.791 -0.731
41 H -1.862 -2.173 2.386
42 H -1.465 -0.500 2.878
43 H -0.242 -1.782 3.030
44 N 0.762 0.809 4.323
45 C 1.856 0.631 3.552
46 N 1.865 0.744 2.252
47 C 3.105 0.445 1.728
48 C 4.050 0.080 2.625
49 S 3.392 0.145 4.222
50 C 3.309 0.578 0.280
51 C 4.505 0.772 -0.320
52 S 4.288 0.958 -2.020
53 C 2.575 0.787 -1.796
54 N 2.212 0.584 -0.563
55 N 1.727 0.778 -2.860
56 H -0.071 1.247 3.880
57 H 0.900 0.999 5.300
58 H 5.067 -0.219 2.441
59 H 5.460 0.922 0.152
60 H 1.886 1.490 -3.555
61 H 0.747 0.643 -2.638
62 F 2.013 3.614 -1.297
63 C 1.727 3.802 0.118
64 F 3.009 3.588 0.714
65 H 1.633 4.901 0.166
66 C -4.970 1.158 4.097
67 C -4.279 2.459 3.668
68 C -4.985 3.025 2.428
69 C -4.375 3.474 4.815
70 C -2.864 2.195 3.345
71 C -1.690 1.976 3.064
72 H -6.028 1.338 4.317
73 H -4.492 0.748 4.989
74 H -4.895 0.417 3.300
75 H -6.043 3.210 2.641
76 H -4.909 2.331 1.589
77 H -4.520 3.964 2.125
78 H -5.422 3.679 5.058
79 H -3.890 4.410 4.534
80 H -3.877 3.090 5.708

A structure of composition C39H69BN9OSSeZr. Source: OMol25; level of theory: ωB97M-V/def2-TZVPD.

Computed properties:
**Maximum force**: 1.7 eV/Å
**Frontier orbital gap**: 7.454 eV
**Energy above the lowest of the compared OMol25 structures with the same formula, charge and spin**: 5.26 kcal/mol
**Lowest unoccupied orbital energy**: -2.45 eV
**Net charge**: +1
**Molar mass**: 893.106 g mol⁻¹
**E_HOMO**: -9.90 eV

Atoms and positions in Å:
1 Zr -0.779 -0.511 -0.066
2 C -3.062 1.841 4.392
3 C -1.973 1.872 3.373
4 C -0.960 2.800 3.241
5 C -0.199 2.398 2.142
6 N -0.715 1.260 1.635
7 N -1.820 0.959 2.402
8 B -2.741 -0.274 2.190
9 N -1.923 -1.589 2.348
10 N -0.740 -1.857 1.688
11 C -0.298 -3.043 2.105
12 C -1.184 -3.542 3.062
13 C -2.189 -2.609 3.188
14 C -3.381 -2.654 4.080
15 C 0.940 -3.767 1.623
16 C 1.833 -4.040 2.843
17 C 0.486 -5.102 1.011
18 C 1.748 -3.006 0.578
19 N -3.513 -0.152 0.838
20 N -2.909 0.107 -0.367
21 C -3.876 0.271 -1.271
22 C -5.116 0.113 -0.649
23 C -4.851 -0.150 0.677
24 C -5.819 -0.382 1.786
25 C -3.679 0.565 -2.738
26 C -4.179 -0.642 -3.546
27 C -2.223 0.837 -3.080
28 C -4.516 1.797 -3.116
29 C 0.954 3.206 1.557
30 C 0.503 3.819 0.228
31 C 2.227 2.395 1.323
32 C 1.314 4.351 2.512
33 H -2.955 2.698 5.054
34 H -4.048 1.890 3.929
35 H -3.023 0.936 4.998
36 H -0.804 3.658 3.869
37 H -3.561 -0.275 3.044
38 H -1.106 -4.469 3.602
39 H -3.357 -3.573 4.663
40 H -3.398 -1.811 4.771
41 H -4.311 -2.641 3.513
42 H 1.318 -4.646 3.590
43 H 2.721 -4.588 2.522
44 H 2.152 -3.111 3.316
45 H -0.030 -5.723 1.743
46 H -0.183 -4.936 0.165
47 H 1.360 -5.654 0.659
48 H 2.061 -2.031 0.952
49 H 2.656 -3.571 0.359
50 H 1.194 -2.878 -0.352
51 H -6.087 0.180 -1.107
52 H -6.833 -0.344 1.392
53 H -5.672 -1.358 2.247
54 H -5.728 0.374 2.566
55 H -3.654 -1.550 -3.245
56 H -5.250 -0.796 -3.406
57 H -3.999 -0.470 -4.609
58 H -1.636 -0.080 -3.045
59 H -2.156 1.251 -4.090
60 H -1.795 1.573 -2.396
61 H -5.558 1.697 -2.815
62 H -4.122 2.714 -2.669
63 H -4.492 1.934 -4.199
64 H 0.132 3.058 -0.455
65 H -0.289 4.555 0.386
66 H 1.342 4.340 -0.239
67 H 2.082 1.617 0.573
68 H 3.002 3.063 0.942
69 H 2.599 1.950 2.243
70 H 0.479 5.036 2.662
71 H 1.642 3.982 3.485
72 H 2.135 4.924 2.078
73 O -2.275 3.059 -0.598
74 H -2.229 3.805 0.008
75 H -3.195 3.013 -0.878
76 Se -1.320 -2.402 -1.421
77 N 2.015 -0.508 2.868
78 C 3.012 -0.587 3.853
79 C 4.301 -0.993 3.515
80 C 5.270 -1.127 4.496
81 C 4.973 -0.869 5.827
82 C 3.688 -0.467 6.163
83 C 2.713 -0.323 5.188
84 H 1.230 0.074 3.126
85 H 2.379 -0.227 1.971
86 H 4.539 -1.210 2.479
87 H 6.268 -1.441 4.217
88 H 5.731 -0.980 6.589
89 H 3.438 -0.260 7.196
90 H 1.711 -0.008 5.460
91 C 3.862 3.281 -3.136
92 C 2.996 3.328 -4.388
93 C 1.534 3.667 -4.100
94 C 0.855 2.684 -3.158
95 N 0.851 1.345 -3.750
96 C 1.067 0.192 -3.132
97 S 1.392 0.118 -1.419
98 N 1.144 -0.919 -3.851
99 C 1.578 -2.231 -3.343
100 C 1.567 -3.270 -4.453
101 C 2.767 -3.244 -5.398
102 C 2.936 -1.956 -6.195
103 H 4.914 3.146 -3.386
104 H 3.584 2.460 -2.471
105 H 3.778 4.209 -2.565
106 H 3.062 2.368 -4.911
107 H 3.391 4.070 -5.084
108 H 0.965 3.739 -5.033
109 H 1.470 4.654 -3.635
110 H -0.165 2.992 -2.925
111 H 1.396 2.614 -2.219
112 H 0.766 1.309 -4.757
113 H 0.933 -0.862 -4.838
114 H 0.895 -2.512 -2.542
115 H 2.580 -2.121 -2.921
116 H 0.632 -3.184 -5.019
117 H 1.520 -4.246 -3.967
118 H 2.668 -4.082 -6.090
119 H 3.676 -3.435 -4.821
120 H 2.037 -1.727 -6.777
121 H 3.758 -2.038 -6.905
122 H 3.157 -1.100 -5.553

A cluster of 8 separate species, C22H43O24 in total. Source: OMol25; level of theory: ωB97M-V/def2-TZVPD.

Computed properties:
**Maximum force**: 7.3 eV/Å
**Frontier orbital gap**: 5.042 eV
**Energy above the lowest of the compared OMol25 structures with the same formula, charge and spin**: 110.18 kcal/mol
**Lowest unoccupied orbital energy**: 1.95 eV
**Net charge**: -1
**Molar mass**: 691.562 g mol⁻¹
**E_HOMO**: -3.09 eV

Atoms and positions in Å:
1 O 2.057 0.438 0.841
2 C 1.158 -0.444 0.433
3 O 1.370 -1.667 0.320
4 O -0.056 -0.067 0.299
5 H 2.803 -0.142 1.007
6 C -7.510 0.034 -6.119
7 O -6.789 1.237 -6.063
8 C -5.941 1.485 -5.051
9 O -5.761 0.775 -4.062
10 O -5.353 2.746 -5.199
11 C -4.598 3.250 -4.053
12 H -8.216 0.076 -6.948
13 H -8.106 -0.104 -5.217
14 H -6.983 -0.921 -6.096
15 H -3.658 2.719 -3.904
16 H -5.150 3.171 -3.117
17 H -4.456 4.327 -4.142
18 C -6.332 3.352 2.676
19 O -7.605 3.476 2.105
20 C -8.190 2.309 1.641
21 O -7.621 1.224 1.480
22 O -9.347 2.599 1.077
23 C -10.114 1.705 0.238
24 H -5.772 4.190 2.259
25 H -5.740 2.497 2.351
26 H -6.115 3.274 3.741
27 H -9.881 1.758 -0.825
28 H -11.175 1.951 0.299
29 H -9.995 0.689 0.614
30 C 6.617 3.865 4.569
31 O 7.311 3.634 3.285
32 C 7.162 2.381 2.675
33 O 6.788 1.342 3.227
34 O 7.609 2.448 1.357
35 C 7.776 1.326 0.543
36 H 6.647 3.028 5.267
37 H 5.575 4.102 4.354
38 H 7.119 4.727 5.007
39 H 8.687 0.777 0.784
40 H 7.816 1.676 -0.488
41 H 6.903 0.705 0.744
42 C 1.193 -8.289 -3.902
43 O 0.385 -9.268 -4.445
44 C -0.958 -9.240 -4.188
45 O -1.405 -8.709 -3.184
46 O -1.545 -10.036 -5.049
47 C -2.894 -10.387 -4.856
48 H 1.313 -7.570 -4.713
49 H 2.105 -8.767 -3.546
50 H 0.721 -7.800 -3.050
51 H -3.417 -10.803 -5.716
52 H -3.533 -9.536 -4.618
53 H -3.057 -11.048 -4.005
54 C 8.141 -5.956 10.016
55 O 7.112 -5.832 9.063
56 C 6.399 -4.745 9.004
57 O 6.501 -3.787 9.788
58 O 5.585 -4.853 7.998
59 C 4.517 -4.031 7.640
60 H 7.841 -6.046 11.060
61 H 8.857 -5.135 9.961
62 H 8.730 -6.863 9.881
63 H 3.667 -4.076 8.321
64 H 4.061 -4.221 6.669
65 H 4.974 -3.041 7.657
66 C 2.850 8.814 1.848
67 O 3.090 9.900 2.692
68 C 2.179 10.359 3.491
69 O 0.986 9.971 3.662
70 O 2.830 11.247 4.188
71 C 2.173 11.896 5.295
72 H 2.718 7.947 2.496
73 H 3.617 8.647 1.092
74 H 1.962 8.947 1.231
75 H 1.213 12.361 5.069
76 H 2.765 12.687 5.754
77 H 2.012 11.091 6.013
78 C 0.187 -0.755 -6.850
79 O -0.223 -1.800 -7.742
80 C -1.220 -2.709 -7.362
81 O -1.681 -2.844 -6.211
82 O -1.622 -3.485 -8.503
83 C -2.930 -4.137 -8.484
84 H -0.575 0.016 -6.962
85 H 1.128 -0.241 -7.048
86 H 0.176 -1.146 -5.833
87 H -3.539 -3.233 -8.495
88 H -3.243 -4.740 -7.631
89 H -3.081 -4.698 -9.406

A cluster of 3 separate species, C35H53F6I2N2O5 in total. Source: OMol25; level of theory: ωB97M-V/def2-TZVPD.

Computed properties:
**Maximum force**: 2.0 eV/Å
**Frontier orbital gap**: 5.488 eV
**Energy above the lowest of the compared OMol25 structures with the same formula, charge and spin**: 14.34 kcal/mol
**Lowest unoccupied orbital energy**: -4.06 eV
**Net charge**: +1
**Molar mass**: 949.614 g mol⁻¹
**E_HOMO**: -9.54 eV

Atoms and positions in Å:
1 C -3.954 3.671 1.894
2 C -3.476 2.899 0.638
3 C -4.475 3.091 -0.511
4 O -4.481 2.002 -1.471
5 C -3.242 1.800 -1.984
6 C -2.631 2.778 -2.710
7 N -1.395 2.583 -3.194
8 C -0.701 1.464 -2.999
9 C 0.698 1.467 -3.595
10 C 1.571 2.476 -2.748
11 C 2.227 1.844 -1.503
12 C 1.357 1.936 -0.230
13 C 1.909 1.017 0.901
14 C 0.820 0.195 1.626
15 C 0.896 0.251 3.168
16 C -0.370 -0.411 3.788
17 C -0.074 -1.723 4.559
18 C -1.077 -2.869 4.231
19 C -0.432 -4.000 3.405
20 C -1.479 -5.142 3.172
21 N -0.857 -6.438 3.384
22 C -0.069 -7.141 2.528
23 C 0.275 -8.316 3.122
24 C -0.342 -8.339 4.414
25 C -1.016 -7.158 4.521
26 C -1.259 0.416 -2.272
27 C -0.482 -0.869 -2.010
28 I -1.343 -2.128 -0.482
29 C -0.241 -1.768 -3.282
30 C -0.884 -1.267 -4.585
31 I 1.866 -2.227 -3.523
32 C -2.537 0.616 -1.780
33 H -3.620 4.713 1.823
34 H -3.557 3.245 2.820
35 H -5.047 3.698 1.977
36 H -3.362 1.833 0.882
37 H -2.467 3.272 0.410
38 H -5.472 3.154 -0.065
39 H -4.330 4.063 -1.006
40 H -3.102 3.737 -2.906
41 H -0.961 3.344 -3.706
42 H 1.179 0.489 -3.554
43 H 0.623 1.791 -4.641
44 H 2.296 2.925 -3.437
45 H 0.921 3.304 -2.421
46 H 3.148 2.409 -1.316
47 H 2.446 0.786 -1.707
48 H 1.456 2.969 0.143
49 H 0.284 1.792 -0.419
50 H 2.515 1.623 1.584
51 H 2.590 0.305 0.412
52 H 0.988 -0.861 1.367
53 H -0.201 0.428 1.290
54 H 1.739 -0.385 3.461
55 H 1.027 1.269 3.541
56 H -1.111 -0.654 3.012
57 H -0.871 0.272 4.486
58 H 0.937 -2.117 4.389
59 H -0.159 -1.558 5.642
60 H -1.488 -3.319 5.144
61 H -1.936 -2.486 3.657
62 H 0.404 -4.452 3.951
63 H -0.084 -3.634 2.429
64 H -1.831 -5.096 2.132
65 H -2.358 -5.020 3.810
66 H 0.232 -6.817 1.539
67 H 0.903 -9.091 2.701
68 H -0.295 -9.108 5.172
69 H -1.582 -6.872 5.400
70 H 0.499 -0.571 -1.623
71 H -0.696 -2.738 -3.077
72 H -0.794 -2.081 -5.315
73 H -0.402 -0.388 -5.020
74 H -1.956 -1.111 -4.404
75 H -3.063 -0.143 -1.204
76 C 6.436 0.865 5.769
77 C 5.872 2.047 6.527
78 O 4.437 2.109 6.400
79 C 3.748 1.302 7.200
80 O 4.212 0.544 7.998
81 C 2.244 1.513 6.983
82 F 1.924 1.558 5.678
83 F 1.834 2.666 7.531
84 F 1.522 0.539 7.531
85 H 6.116 0.892 4.726
86 H 7.525 0.873 5.806
87 H 6.083 -0.077 6.190
88 H 6.252 2.976 6.106
89 H 6.159 2.026 7.578
90 C -1.541 1.736 -7.025
91 C -2.016 2.426 -8.287
92 O -0.936 2.597 -9.213
93 C -0.621 1.524 -9.942
94 O -1.159 0.460 -9.874
95 C 0.515 1.866 -10.915
96 F 1.494 2.550 -10.308
97 F 0.061 2.619 -11.925
98 F 1.054 0.769 -11.437
99 H -0.699 2.279 -6.588
100 H -2.349 1.678 -6.292
101 H -1.195 0.724 -7.237
102 H -2.378 3.426 -8.054
103 H -2.839 1.885 -8.754

A structure of composition C27H18Cl5N3OTl. Source: OMol25; level of theory: ωB97M-V/def2-TZVPD.

Computed properties:
**Maximum force**: 0.9 eV/Å
**Frontier orbital gap**: 6.945 eV
**Lowest unoccupied orbital energy**: -3.16 eV
**Net charge**: +1
**Molar mass**: 782.109 g mol⁻¹
**E_HOMO**: -10.11 eV

Atoms and positions in Å:
1 Tl -0.602 -0.448 -0.244
2 C 1.116 -4.328 -2.274
3 C 0.252 -3.374 -1.714
4 N 0.686 -2.235 -1.227
5 C 2.011 -1.931 -1.249
6 C 2.942 -2.809 -1.836
7 C 2.448 -4.033 -2.340
8 C 4.306 -2.444 -1.906
9 C 4.680 -1.227 -1.421
10 C 3.753 -0.345 -0.824
11 C 2.421 -0.671 -0.694
12 N 1.449 0.126 -0.108
13 C 1.610 1.493 0.065
14 C 2.606 2.113 0.773
15 C 2.688 3.525 0.844
16 C 1.776 4.320 0.216
17 C 0.699 3.721 -0.485
18 C -0.297 4.466 -1.156
19 C -1.319 3.827 -1.803
20 C -1.378 2.426 -1.743
21 N -0.465 1.708 -1.126
22 C 0.602 2.321 -0.528
23 H 0.720 -5.259 -2.653
24 H -0.818 -3.552 -1.666
25 H 3.145 -4.732 -2.788
26 H 5.023 -3.125 -2.345
27 H 5.716 -0.921 -1.480
28 H 4.113 0.604 -0.460
29 H 3.338 1.509 1.292
30 H 3.500 3.973 1.401
31 H 1.855 5.399 0.245
32 H -0.236 5.548 -1.153
33 H -2.083 4.373 -2.339
34 H -2.202 1.889 -2.200
35 Cl -3.691 -1.457 -1.269
36 C -3.044 -2.290 0.111
37 C -1.855 -1.848 0.645
38 C -1.282 -2.521 1.723
39 Cl 0.251 -1.964 2.338
40 C -1.920 -3.621 2.284
41 Cl -1.218 -4.441 3.613
42 C -3.138 -4.051 1.744
43 Cl -3.931 -5.408 2.419
44 C -3.708 -3.387 0.655
45 Cl -5.195 -3.917 -0.009
46 C -3.382 1.779 1.219
47 C -2.063 1.945 1.914
48 C -1.933 3.022 2.954
49 O -1.111 1.217 1.687
50 H -3.755 2.743 0.871
51 H -4.106 1.405 1.949
52 H -3.327 1.072 0.394
53 H -2.753 3.736 2.928
54 H -0.978 3.531 2.821
55 H -1.912 2.546 3.936

> Among the records above, which one has the highest E_HOMO?

C22H43O24